# 1
Molecular formula: C11H7O3S
Method: DFT, ωB97M-V with the def2-TZVPD basis set

## Properties
HOMO-LUMO gap   7.7 eV
HOMO energy   -4.2 eV
E_tot   -28496.89435 eV
Energy above the lowest of the compared OMol25 structures with the same formula, charge and spin   126.5 kJ/mol

ORCA input file:
```
! wB97M-V def2-TZVPD RIJCOSX def2/J DEFGRID3
* xyz -1 1
C 1.99498 -1.29959 0.15041
C 1.19966 -1.59503 1.22345
C 1.54046 -0.21395 -0.69026
C -0.00374 -0.94150 1.52374
C 0.25708 0.25659 -0.56965
C -0.51441 -0.06550 0.61824
C -0.50957 1.14115 -1.36489
C -1.70879 1.41910 -0.77533
C -2.91887 -0.45826 0.25166
C -5.22136 0.33154 0.42977
C -1.84103 0.62641 0.47230
O -5.02869 1.14605 1.20594
O -5.82344 -0.30913 -0.35412
O -1.50261 -1.63881 -1.80399
S -2.73752 -1.65462 -0.83940
H 2.92947 -1.70371 -0.12057
H 1.29699 -2.41134 1.86233
H 2.13490 -0.14506 -1.62268
H -0.42653 -1.31532 2.51594
H -0.05350 1.66494 -2.29282
H -2.52551 2.04494 -1.09177
H -2.26093 1.19202 1.34294
*
```

Here are the natural (NBO) charges for atoms 1 to 4, given in e: -0.223, -0.232, -0.211, -0.214

---

# 2
Molecular formula: CHCdLiO2
Method: DFT, ωB97M-V with the def2-TZVPD basis set

## Properties
HOMO-LUMO gap (spin up / spin down)   8.3 / 8.3 eV
HOMO energy (spin up / spin down)   -20.4 / -20.3 eV
E_tot   -9895.67971 eV
Energy above the lowest of the compared OMol25 structures with the same formula, charge and spin   199.9 kJ/mol

ORCA input file:
```
! wB97M-V def2-TZVPD RIJCOSX def2/J DEFGRID3
* xyz 2 1
H -1.53529 0.44256 -0.20843
O -0.96808 -0.11852 0.91908
C -0.23645 0.49665 0.04475
O 0.66922 -0.26370 -0.44131
Li 1.44766 0.99094 -1.62389
Cd 0.62294 -1.54792 1.30979
*
```

Here are the natural (NBO) charges for atoms 1 to 4, given in e: 0.477, -0.674, 0.450, -0.865

---

# 3
Molecular formula: C13H19ClN2O
Method: DFT, ωB97M-V with the def2-TZVPD basis set

## Properties
HOMO-LUMO gap   9.1 eV
HOMO energy   -8.8 eV
SMILES   CCCC[C@H](CC)C(=O)Nc1ccc(Cl)cn1
E_tot   -31329.48453 eV
Energy above the lowest of the compared OMol25 structures with the same formula, charge and spin   1082.2 kJ/mol

ORCA input file:
```
! wB97M-V def2-TZVPD RIJCOSX def2/J DEFGRID3
* xyz 0 1
C 6.58023 1.78202 1.22039
C 5.72706 1.38242 0.01146
C 4.55356 0.66262 0.50608
C 3.49439 0.15045 -0.61890
H 4.01566 -0.53891 -1.51284
H 2.99403 1.00049 -1.01200
C 2.16299 -0.78894 0.06522
C 0.90725 -0.00081 -0.62744
O 0.75544 0.80400 -1.49684
N -0.08257 -0.52291 0.24068
C -1.52969 0.01644 0.15508
N -2.32839 -0.73119 0.92266
C -3.50570 -0.81619 0.90839
C -4.12772 0.30733 0.15841
C -3.37980 0.88014 -0.93824
C -2.07420 0.66464 -0.68283
H -1.32186 1.03513 -1.45685
H -3.86513 1.51206 -1.44026
Cl -5.75636 0.54387 0.09457
H -4.12210 -1.13452 1.88021
H 0.01999 -1.14097 0.90361
C 2.15475 -1.99720 -0.51350
C 3.42366 -2.80123 -0.05895
H 4.32209 -2.41479 -0.19352
H 3.40406 -3.74959 -0.77285
H 3.44356 -2.96877 0.95821
H 2.35609 -2.22140 -1.75898
H 1.37042 -2.43479 -0.45987
H 2.20000 -0.76124 1.10351
H 4.80719 -0.36769 1.09424
H 3.86564 1.26703 1.23223
H 6.08239 0.78610 -0.86282
H 5.22772 2.33342 -0.45229
H 7.33906 2.23527 0.72274
H 6.89646 0.82876 1.62669
H 6.05686 2.58295 1.92207
*
```

Here are the natural (NBO) charges for atoms 1 to 4, given in e: -0.602, -0.424, -0.389, -0.368

---

# 4
Molecular formula: C7H15N3
Method: DFT, ωB97M-V with the def2-TZVPD basis set

## Properties
HOMO-LUMO gap   10.5 eV
HOMO energy   -17.5 eV
SMILES   CC(C)([NH3+])Cc1[nH]cc[nH+]1
E_tot   -11955.72312 eV
Energy above the lowest of the compared OMol25 structures with the same formula, charge and spin   153.6 kJ/mol

ORCA input file:
```
! wB97M-V def2-TZVPD RIJCOSX def2/J DEFGRID3
* xyz 2 1
C 3.78851 -0.53642 0.02259
C 3.54888 0.77622 -0.08982
C 1.62022 -0.26711 0.30501
C -0.92432 1.45111 -0.53011
C -1.26568 -0.96056 -1.17196
C 0.21133 -0.41834 0.88679
C -1.04122 -0.00564 -0.00739
N 2.59156 -1.13781 0.42052
N 2.17221 0.97182 0.01404
N -2.29232 -0.09006 0.98780
H 4.68612 -1.03173 -0.03185
H 4.30361 1.60012 -0.32731
H -0.96403 2.17943 0.37477
H -0.15148 1.56324 -1.21885
H -1.67519 1.67309 -1.22561
H -0.60612 -0.76619 -1.92939
H -1.24366 -2.00117 -0.83187
H -2.21633 -0.88187 -1.60278
H -0.00328 -1.54897 0.97246
H 0.04045 -0.02574 1.88280
H 2.58285 -2.09812 0.63403
H 1.77272 1.94335 0.05774
H -3.25801 0.41464 0.60729
H -1.96119 0.39786 1.81942
H -2.59799 -1.04793 1.30937
*
```

Here are the natural (NBO) charges for atoms 1 to 4, given in e: -0.046, -0.019, 0.435, -0.670

---

# 5
Molecular formula: C25H30N4O4S
Method: DFT, ωB97M-V with the def2-TZVPD basis set

## Properties
HOMO-LUMO gap   8.7 eV
HOMO energy   -8.0 eV
SMILES   C=CCn1c(SCCOc2ccc(OC)cc2)nnc1[C@@H](C)NC(=O)Cc1ccc(OC)cc1
E_tot   -51396.71324 eV
Energy above the lowest of the compared OMol25 structures with the same formula, charge and spin   245.2 kJ/mol

ORCA input file:
```
! wB97M-V def2-TZVPD RIJCOSX def2/J DEFGRID3
* xyz 0 1
C -1.29318 5.32399 -3.39188
C -1.13556 4.02039 -3.26762
C -0.24227 3.38920 -2.24000
N -0.96921 2.42720 -1.44585
C -1.88243 2.64550 -0.45153
N -2.31402 1.50621 0.01520
N -1.72184 0.51172 -0.66630
C -0.92220 1.06734 -1.53793
S 0.08143 0.24258 -2.68683
C -0.26689 -1.45979 -2.14608
H 0.10009 -1.55664 -1.12500
H -1.34765 -1.59356 -2.15432
C 0.42475 -2.45172 -3.07635
O 0.26732 -3.77222 -2.62111
C 0.95696 -4.18370 -1.50857
C 1.99563 -3.49175 -0.89327
C 2.62156 -4.02592 0.21466
C 2.23532 -5.25764 0.73722
C 1.20314 -5.95411 0.11805
C 0.57494 -5.41698 -0.99006
H -0.22625 -5.95151 -1.47555
H 0.87462 -6.91295 0.48636
O 2.91998 -5.68396 1.84025
C 2.58003 -6.92933 2.39586
H 2.73190 -7.74504 1.68115
H 3.24921 -7.06669 3.24393
H 1.54322 -6.94488 2.74870
H 3.42154 -3.49044 0.69978
H 2.33040 -2.53527 -1.25941
H -0.04420 -2.43422 -4.06448
H 1.48429 -2.19077 -3.19644
C -2.22057 3.98321 0.12813
N -1.43376 4.12131 1.34766
C -0.12195 4.46427 1.29136
O 0.36452 5.07472 0.36168
C 0.69056 3.93217 2.46345
C 0.73059 2.44727 2.20764
C 1.53093 1.93868 1.18865
C 1.46296 0.60878 0.83665
C 0.57528 -0.25170 1.48549
C -0.21271 0.24501 2.51595
C -0.13143 1.58192 2.86375
H -0.75598 1.94856 3.66757
H -0.90585 -0.39071 3.04167
O 0.55494 -1.53760 1.04044
C -0.41800 -2.41126 1.56542
H -1.42524 -2.01919 1.39586
H -0.26056 -2.58657 2.63401
H -0.29196 -3.34930 1.02626
H 2.07802 0.21478 0.04256
H 2.19881 2.60149 0.65802
H 1.68603 4.37365 2.43636
H 0.20723 4.16080 3.41274
H -1.71216 3.48378 2.08094
C -3.70532 4.08729 0.44407
H -4.28100 4.07015 -0.47692
H -4.00762 3.24185 1.05637
H -3.90866 5.01454 0.97295
H -1.90597 4.77836 -0.55350
H 0.57024 2.84560 -2.73384
H 0.18296 4.14932 -1.57765
H -1.65957 3.32596 -3.91136
H -1.93352 5.75155 -4.14397
H -0.77189 6.01626 -2.75097
*
```

Here are the natural (NBO) charges for atoms 1 to 4, given in e: -0.377, -0.191, -0.280, -0.379

---

# 6
Molecular formula: C37H58BN10OSTi
Method: DFT, ωB97M-V with the def2-TZVPD basis set

## Properties
HOMO-LUMO gap (spin up / spin down)   4.8 / 6.5 eV
HOMO energy (spin up / spin down)   -2.4 / -4.1 eV
Expectation value of S²   2.018
E_tot   -90889.28990 eV
Energy above the lowest of the compared OMol25 structures with the same formula, charge and spin   0.0 kJ/mol

ORCA input file:
```
! wB97M-V def2-TZVPD RIJCOSX def2/J DEFGRID3
* xyz -1 3
Ti 1.25431 -0.41699 0.07000
C 3.24543 1.40519 4.29028
C 3.11936 1.80869 2.79965
C 4.07206 0.99897 1.90891
C 1.68401 1.78556 2.40352
C 0.76884 2.60203 3.12043
C -0.47351 2.46158 2.50281
C -1.84760 2.89176 2.96255
C -2.96037 1.83850 3.07202
C -2.40219 4.00397 2.08864
N -0.28706 1.75890 1.37084
N 1.07802 1.33425 1.27294
B -1.19683 1.43956 0.16004
N -1.60805 -0.06828 0.24865
N -0.81048 -0.88319 1.05343
C -1.56808 -2.02391 1.22450
C -2.70836 -1.98718 0.39985
C -2.73787 -0.70164 -0.17885
C -3.85629 -0.15760 -1.05222
C -4.66501 1.01854 -0.44356
C -4.79870 -1.31743 -1.41607
C -1.30490 -3.06169 2.23742
C -2.10445 -2.79931 3.53649
C -1.69833 -4.47516 1.70474
N -0.56912 1.67962 -1.33927
N 0.42197 0.79674 -1.75959
C 0.82551 1.26960 -2.99080
C 0.01421 2.39236 -3.35515
C -0.84128 2.62087 -2.25511
C -1.81426 3.76977 -2.24367
C -3.06127 3.52192 -3.10344
C -1.05766 4.99156 -2.84353
C 1.83620 0.64798 -3.91322
C 2.86945 1.74526 -4.18395
C 1.25309 0.15857 -5.26065
H 4.33091 1.47458 4.51202
H 2.74531 2.10265 4.97835
H 2.93279 0.36365 4.47436
H 3.37619 2.88894 2.70721
H 3.77210 -0.07680 1.86321
H 4.03803 1.33602 0.85562
H 5.07630 1.04757 2.26253
H 0.99174 3.17231 4.03763
H -1.70298 3.32906 3.95879
H -3.23101 1.40103 2.11541
H -2.62480 1.00907 3.71776
H -3.85270 2.27779 3.58678
H -2.56226 3.66610 1.03412
H -3.38124 4.41794 2.48789
H -1.72360 4.86096 1.93547
H -2.11015 2.20256 0.32823
H -3.41908 -2.76333 0.21436
H -3.37320 0.25247 -2.01009
H -5.33051 0.67369 0.35426
H -4.02568 1.77449 0.00074
H -5.26876 1.52553 -1.24258
H -5.29466 -1.68841 -0.46617
H -5.60817 -0.89266 -2.03832
H -4.25073 -2.11424 -1.95218
H -0.21212 -3.13452 2.45998
H -3.12968 -3.13496 3.50454
H -1.62961 -3.36003 4.39561
H -2.03260 -1.70229 3.83174
H -2.79429 -4.49907 1.55787
H -1.15153 -4.62785 0.76133
H -1.44266 -5.27384 2.36603
H 0.01085 2.92844 -4.29517
H -2.03464 3.96044 -1.18287
H -2.72625 3.43890 -4.16124
H -3.56885 2.60894 -2.76816
H -3.75464 4.37231 -2.94570
H -0.76661 4.71383 -3.86363
H -1.66720 5.87695 -3.02908
H -0.16807 5.20875 -2.27433
H 2.33570 -0.18857 -3.46385
H 2.50319 2.69822 -4.64252
H 3.35775 2.01209 -3.29613
H 3.64721 1.38056 -4.90063
H 0.85043 1.04079 -5.76992
H 2.06660 -0.30075 -5.86954
H 0.37944 -0.48357 -5.01305
C 2.02943 -4.58898 1.20554
C 1.86906 -3.23819 0.60823
N 1.74315 -2.05710 1.22964
N 1.70219 -2.04026 2.58329
C 2.79264 -2.43718 3.25690
N 2.56931 -2.49376 4.58490
S 4.28969 -2.75756 2.60307
C 1.63832 -3.21675 -0.79520
C 1.96639 -4.25778 -1.73428
C 1.53600 -4.16686 -3.04988
C 0.76987 -3.05151 -3.49322
C 0.47921 -2.06651 -2.54579
N 0.95943 -2.08007 -1.28179
H 3.07499 -4.83668 1.37348
H 1.57251 -5.27862 0.52579
H 1.53136 -4.64358 2.21863
H 1.67660 -2.42244 5.04118
H 3.39296 -2.73946 5.11878
H 2.61365 -5.02377 -1.40814
H 1.78160 -4.93982 -3.77564
H 0.49258 -2.89490 -4.51253
H -0.16195 -1.23204 -2.86579
C 4.19385 -1.14360 -1.01018
C 3.10138 -0.10475 -0.77180
O 3.26073 1.04763 -1.21437
H 5.01099 -0.69872 -1.60573
H 3.83257 -2.08101 -1.46974
H 4.63444 -1.38085 -0.02065
*
```

Here are the Mulliken charges for atoms 1 to 4, given in e: -0.555, -1.278, 0.670, -0.987

---

# 7
Molecular formula: C4H13N3
Method: DFT, ωB97M-V with the def2-TZVPD basis set

## Properties
HOMO-LUMO gap   10.3 eV
HOMO energy   -9.3 eV
SMILES   NCC[C@@H](N)CN
E_tot   -8828.33299 eV
Energy above the lowest of the compared OMol25 structures with the same formula, charge and spin   104.2 kJ/mol

ORCA input file:
```
! wB97M-V def2-TZVPD RIJCOSX def2/J DEFGRID3
* xyz 0 1
N -1.03806 1.90685 0.28575
C -0.12887 0.80649 -0.03219
C -0.73333 -0.19021 -1.05328
C 0.04465 -1.46771 -1.21785
N -0.22039 -2.52406 -0.25934
C 0.53138 0.29812 1.23094
N 1.60528 1.24433 1.68676
H -0.69452 2.80840 -0.02135
H -1.90422 1.85905 -0.24380
H 0.68442 1.15333 -0.69311
H -1.75574 -0.38969 -0.72572
H -0.85894 0.29017 -2.02463
H 1.10909 -1.24260 -1.38320
H -0.22608 -1.85314 -2.20643
H -0.21775 -3.47286 -0.59121
H 0.42058 -2.39369 0.50700
H 0.98948 -0.67812 1.08913
H -0.23696 0.13904 1.99294
H 1.41267 2.06606 1.11413
H 1.21730 1.64024 2.54547
*
```

Here are the natural (NBO) charges for atoms 1 to 4, given in e: -0.849, -0.068, -0.403, -0.230

---

> Among the records above, which one has the lowest energy above the lowest of the compared OMol25 structures with the same formula, charge and spin?

C37H58BN10OSTi

---

> Which of these has the highest energy above the lowest of the compared OMol25 structures with the same formula, charge and spin?

C13H19ClN2O